(1)
Here is C4H5F2NS in the gas phase from the OMol25 dataset. Energies are from ωB97M-V/def2-TZVPD.

Each line ends with the Löwdin charge.
Element x y z (Å)
S  2.480  -1.266  -0.013  0.763
C  -1.467  -1.205  -0.290  -0.225
C  -0.291  0.811  0.464  -0.125
C  0.528  1.748  0.088  -0.032
C  -0.077  -0.552  -0.158  -0.317
F  -1.861  -1.694  0.983  -0.004
F  -2.566  -0.386  -0.798  -0.015
N  0.992  -1.206  -0.425  -0.468
H  -1.127  1.203  1.208  0.167
H  2.854  0.228  0.173  -0.053
H  -1.290  -2.200  -0.855  0.167
H  1.481  1.737  -0.620  0.101
H  0.346  2.783  0.244  0.041

Forces on the atoms, in the same order (eV/Å):
3.51 3.31 0.46
-0.43 -2.83 -0.76
-0.41 -0.32 1.03
3.36 2.16 -2.53
-1.56 1.12 1.42
0.28 1.41 -1.34
2.97 -1.82 1.24
-5.03 -0.12 -0.03
1.40 -1.80 -1.90
-0.53 -2.79 0.05
-1.00 1.89 0.13
-2.23 -0.94 1.35
-0.32 0.71 0.89

Properties
* HOMO level: -9.120 eV
* SMILES: C=C/C(=N\S)C(F)F
* maximum force: 5.03 eV/A
* net charge: 0
* energy relative to the best compared isomer or geometry (same formula, charge and spin): 69.19 kcal per mole

(2)
Here is a gas-phase ion, C6H12N3O2 (charge +1) from the OMol25 dataset. Energies are from ωB97M-V/def2-TZVPD.

Each line ends with the Löwdin charge.
Element x y z (Å)
N  0.665  -0.328  0.139  0.121
H  -1.786  -2.532  -0.236  0.126
C  -1.433  -1.499  -0.204  -0.003
H  2.451  -0.226  1.129  0.112
N  -1.909  1.828  0.082  -0.002
H  0.259  0.503  -0.387  0.176
H  -1.811  0.558  1.632  0.100
C  2.601  0.829  -0.627  -0.177
C  -2.256  -0.551  -0.704  0.006
H  3.753  0.917  -0.516  0.168
H  -0.091  -3.281  0.401  0.117
H  2.015  2.196  0.629  0.100
O  1.757  1.909  -0.242  -0.050
H  2.374  0.504  -1.587  0.094
C  -0.043  -1.390  0.172  -0.286
H  2.443  -1.336  -0.295  0.158
H  -1.971  2.207  1.987  0.125
O  0.519  -2.571  0.530  0.163
H  -2.541  1.169  -1.669  0.068
N  -1.676  1.504  1.317  0.048
H  -3.225  -0.922  -0.952  0.120
C  -2.150  0.921  -0.792  -0.147
C  2.055  -0.409  0.193  -0.137

Forces on the atoms, in the same order (eV/Å):
-1.81 0.84 -1.36
-0.05 0.30 0.09
-0.42 0.14 -0.59
0.48 -0.45 2.40
-0.84 -0.01 -0.98
0.48 -0.84 1.28
-0.18 -0.40 0.02
0.57 -1.13 2.22
0.72 0.27 1.99
-2.08 0.25 0.02
-0.76 -0.81 -0.03
0.17 0.38 0.55
0.84 -0.03 -1.17
-0.24 0.52 -2.26
-1.28 -2.76 0.24
-0.31 0.55 0.80
0.38 -0.03 -0.24
0.92 2.69 -0.10
-1.22 2.04 -3.72
0.64 0.20 1.67
-0.56 -0.18 -0.70
1.28 -2.23 2.31
3.25 0.71 -2.44

Properties
* HOMO level (alpha / beta): -12.904 / -12.903 eV
* SMILES: N\N=C/C=C\C(O)=[NH+]\CCO
* maximum force: 4.41 eV/A
* net charge: +1
* energy relative to the best compared isomer or geometry (same formula, charge and spin): 89.53 kcal per mole